Record 1
DFT (the ωB97M-V functional and the def2-TZVPD basis) results for 3 unconnected molecules or ions with the total composition C4H14NO3 in a non-equilibrium geometry.

The charge is -1. For the maximum force, the calculation gives 0.114 hartree/bohr. The spin multiplicity is 1. Its energy above the lowest of the compared OMol25 structures with the same formula, charge and spin is 3.315 eV.

The geometry in XYZ format:
```
22
C4H14NO3 the ωB97M-V functional and the def2-TZVPD basis
O -2.607 0.776 -1.459
O -1.135 -0.046 1.318
O -1.424 -1.505 -0.574
N 2.322 -0.157 -0.592
C 1.430 -1.433 -0.528
C 1.397 0.980 -0.563
C 0.813 1.492 0.873
C 0.080 0.271 1.660
H -1.868 0.902 -0.767
H 1.491 2.012 1.602
H 0.378 -1.069 -0.123
H -2.832 -0.192 -1.179
H 1.875 1.852 -0.902
H 0.436 0.721 -1.107
H 0.166 0.614 2.709
H 1.724 -2.420 -0.173
H 0.831 -0.507 1.615
H 2.711 0.047 0.309
H -1.908 -2.237 -0.086
H 0.898 -1.559 -1.410
H -1.224 -0.984 0.184
H 0.074 2.252 0.543
```

---

Record 2
DFT (the ωB97M-V functional and the def2-TZVPD basis) results for a molecular structure, C47H121CrF6N9O15 in a non-equilibrium geometry.

The total energy comes out at -139535.85710 eV. As for the expectation value of S²: 4.059. The charge is +1. For the maximum force, the calculation gives 0.104 hartree/bohr. The spin multiplicity is 4.

The geometry in XYZ format:
```
199
C47H121CrF6N9O15 the ωB97M-V functional and the def2-TZVPD basis
Cr 7.010 14.777 -5.684
F 2.528 13.986 -2.389
F 2.737 15.000 -4.236
F 10.677 11.932 -3.639
F 3.340 15.980 -2.395
F 10.342 11.289 -5.685
F 9.817 9.882 -4.109
O 8.885 18.088 -2.766
O 0.483 20.556 -3.271
O 0.954 12.361 2.232
O 5.424 18.484 0.674
O 5.669 14.977 -4.075
O 2.063 3.133 -4.728
O 5.834 6.540 -0.399
O 7.978 12.925 -5.335
O 2.956 10.676 -8.355
O 0.122 17.294 -1.047
O -0.857 13.010 -2.479
O 7.828 12.235 -3.178
O 7.021 9.167 -10.881
O 4.771 13.015 -4.150
O 5.664 13.925 -7.068
N -0.498 11.998 -9.233
N 5.632 16.055 2.095
N 2.557 17.052 1.941
N 3.790 18.790 -3.357
N 5.500 11.998 -9.098
N 3.275 4.567 -6.950
N 8.511 15.962 -4.852
N -3.903 12.800 -0.314
N 1.281 11.702 -1.479
C 1.786 11.534 -8.333
C 7.382 11.145 -2.295
C 10.612 15.708 -3.582
C 4.662 19.516 0.024
C 4.334 10.862 -4.929
C 8.339 19.008 -1.898
C -2.231 13.116 -2.111
C 3.103 5.194 -5.638
C 3.976 11.858 -3.847
C 4.783 14.175 -3.331
C 3.053 6.682 -5.847
C 1.335 11.454 -0.049
C -2.335 11.007 -0.533
C 2.519 19.337 -3.911
C 6.782 10.191 -8.159
C 2.776 10.914 0.372
C 1.432 16.690 1.130
C 9.031 15.738 -3.489
C -0.028 15.976 -1.537
C 1.711 19.928 -2.802
C 7.180 11.681 -0.876
C 1.327 17.521 -0.209
C 8.344 11.855 -4.489
C 1.155 11.320 -10.833
C 2.610 9.313 -8.043
C -0.374 21.177 -2.305
C 6.560 11.044 -9.417
C 4.697 7.757 -2.103
C 0.163 16.963 1.935
C 4.377 14.413 -7.201
C 6.180 10.267 -10.679
C 1.959 4.564 -4.835
C 5.463 17.182 0.011
C 3.337 14.805 -3.068
C 1.772 18.248 -4.643
C 1.272 2.457 -3.792
C 0.964 12.731 0.822
C 9.822 11.230 -4.419
C 0.705 11.196 -9.384
C 6.339 16.314 0.871
C 8.476 16.753 -2.458
C 8.345 9.425 -11.402
C 6.691 14.887 0.255
C -0.545 13.357 -3.829
C 5.454 7.833 -0.811
C -2.510 12.493 -0.680
C -0.224 11.757 2.797
H 7.387 16.762 -2.421
H 5.847 9.777 -7.781
H 8.212 10.446 -2.190
H -1.456 10.733 -1.116
H 4.085 11.487 -2.828
H -3.206 10.399 -0.779
H 7.499 11.544 -9.651
H 1.401 15.605 1.023
H 0.818 18.563 -5.066
H -0.742 14.420 -3.966
H 0.237 2.792 -3.729
H 6.372 8.382 -1.021
H 3.644 13.863 -6.612
H 8.068 12.147 -0.448
H 7.448 9.356 -8.377
H 0.995 4.771 -5.300
H 1.524 17.492 -3.898
H 6.801 10.973 -0.139
H 8.621 18.858 -0.856
H 4.922 8.338 -0.005
H -3.990 12.552 0.661
H 5.146 9.922 -10.674
H 3.592 19.490 0.228
H 3.238 7.208 -4.910
H -0.765 16.096 -2.331
H 7.262 10.677 -7.310
H -0.778 11.714 -8.305
H 0.629 10.670 0.225
H 3.968 14.420 -8.212
H 4.727 19.499 -1.064
H 3.015 10.001 -0.173
H -0.471 15.308 -0.799
H 2.284 17.700 -5.434
H 1.489 19.187 -2.034
H -1.203 21.735 -2.741
H 11.173 15.478 -2.676
H 2.569 16.413 2.723
H 6.593 6.257 -0.914
H 5.826 14.398 -0.194
H -0.715 16.557 1.434
H 5.205 16.957 2.249
H 0.392 12.095 -1.756
H 5.940 17.283 -0.964
H 8.811 10.282 -10.916
H 8.396 9.538 -12.485
H 7.725 10.999 -4.757
H 1.434 18.536 0.174
H 5.228 10.251 -4.810
H 8.257 16.920 -4.655
H 2.312 20.700 -2.322
H 4.422 8.738 -2.491
H 0.230 21.841 -1.687
H 8.803 16.410 -1.477
H 0.888 15.522 -1.913
H 7.080 14.208 1.013
H 6.345 15.991 2.807
H 0.508 13.118 -3.979
H 10.913 16.634 -4.072
H -0.806 20.409 -1.663
H 4.013 4.970 -5.081
H -0.057 11.592 3.862
H 5.354 12.513 -9.954
H 1.244 1.378 -3.946
H -0.503 10.782 2.396
H -1.190 11.677 -9.894
H 5.717 13.275 -7.773
H 3.586 10.090 -5.110
H 6.466 10.624 -2.573
H -2.532 14.162 -2.056
H 0.313 16.457 2.889
H 3.866 7.033 -6.482
H 2.466 4.779 -7.516
H 2.212 9.137 -7.044
H 7.453 14.983 -0.518
H 5.203 13.972 -2.346
H -4.004 13.805 -0.343
H 0.111 13.324 0.494
H 2.786 10.573 1.407
H -0.043 18.023 2.088
H 1.919 12.448 -1.715
H 9.018 8.596 -11.182
H 2.823 20.124 -4.601
H -0.971 12.545 2.709
H -2.869 12.684 -2.883
H 4.493 16.703 -0.127
H 2.221 17.309 -0.796
H 3.780 7.213 -1.877
H -1.162 12.817 -4.548
H 1.004 12.368 -11.092
H 4.291 18.455 -4.168
H 10.838 14.848 -4.213
H 2.089 4.941 -3.821
H 1.993 8.754 -8.747
H 7.299 16.783 1.087
H 4.342 11.287 -5.933
H 3.365 16.808 1.387
H 6.361 10.952 -11.507
H 7.251 18.954 -1.917
H 4.243 15.378 -6.711
H 0.557 10.681 -11.484
H -1.842 12.962 0.041
H 1.604 2.645 -2.771
H 2.216 11.075 -10.863
H 6.409 12.434 -1.040
H -2.130 10.780 0.513
H 5.024 20.483 0.372
H 3.253 3.569 -6.797
H 3.508 17.965 -2.848
H 5.291 7.245 -2.861
H 2.094 12.571 -8.466
H 1.836 13.372 0.686
H 0.382 10.177 -9.172
H 8.664 14.780 -3.122
H 1.302 11.572 -7.357
H 4.622 11.553 -8.871
H 3.605 11.618 0.300
H 9.370 16.182 -5.335
H 2.094 6.945 -6.292
H 8.637 20.033 -2.115
H 2.945 12.181 -3.990
H 3.599 8.857 -8.006
```

---

Record 3
DFT (the ωB97M-V functional and the def2-TZVPD basis) results for 2 unconnected molecules or ions with the total composition CH2Cl3N3 in a non-equilibrium geometry.

For the maximum force, the calculation gives 0.039 hartree/bohr. The spin multiplicity is 1. Its energy above the lowest of the compared OMol25 structures with the same formula, charge and spin is 2.858 eV.

The geometry in XYZ format:
```
9
CH2Cl3N3 the ωB97M-V functional and the def2-TZVPD basis
Cl -0.025 2.158 -0.769
Cl 1.882 -2.093 -0.485
Cl 2.096 1.440 0.865
N -1.524 -0.196 0.224
N 0.118 -2.062 -0.058
N 1.244 0.992 -0.573
C -0.456 -0.984 0.024
H -1.686 0.070 1.168
H -1.649 0.674 -0.396
```

---

Record 4
DFT (the ωB97M-V functional and the def2-TZVPD basis) results for a molecular structure, C39H58CuN6O2SSbSi3.

The total energy comes out at -140062.04999 eV. As for the expectation value of S²: 0.756. The charge is +1. For the maximum force, the calculation gives 0.016 hartree/bohr. The spin multiplicity is 2.

The geometry in XYZ format:
```
111
C39H58CuN6O2SSbSi3 the ωB97M-V functional and the def2-TZVPD basis
Sb 1.086 -1.763 -2.690
Cu 0.244 -0.070 -0.121
S 0.401 1.457 3.079
Si 2.749 -3.948 -0.727
Si -1.983 -0.154 -2.828
Si 4.450 -1.860 -2.496
O 1.581 1.215 3.845
O -0.752 1.794 4.063
N -2.645 1.209 0.528
N -2.780 2.969 2.942
N 2.391 -0.091 -0.094
N -0.855 -1.752 0.464
N -0.071 0.339 2.079
N 1.060 1.896 -1.502
C 0.417 1.819 -3.792
C 1.229 3.979 3.021
C 0.020 4.674 0.615
C -3.607 1.040 1.609
C 3.128 -1.202 -0.230
C 1.140 2.964 -4.053
C 4.310 -3.077 -3.945
C 1.764 2.997 -1.764
C -1.911 -4.120 1.466
C -0.972 -2.360 4.566
C 3.884 0.729 1.597
C 4.518 -0.006 -2.879
C 1.808 -5.066 -1.924
C 2.919 -2.133 -1.367
C -0.474 -0.887 2.681
C 0.713 5.625 1.351
C 2.804 0.857 0.759
C 1.856 3.562 -3.021
C -3.969 2.309 2.374
C -1.453 -3.128 2.360
C -1.933 -1.041 -4.507
C 4.374 -4.883 -0.459
C -1.832 -3.908 0.122
C 4.567 -0.482 1.578
C -1.475 -3.329 3.752
C -0.481 -1.155 4.041
C 1.940 -0.870 -4.477
C -0.066 3.366 1.068
C 0.428 1.263 -2.502
C 1.320 5.278 2.551
C -2.681 1.599 -3.074
C 6.138 -2.219 -1.724
C 4.195 -1.435 0.661
C 1.870 -3.868 0.951
C 0.543 3.034 2.267
C -1.283 -2.703 -0.333
C -3.282 -1.116 -1.841
C -0.217 -0.007 -2.129
C -0.936 -1.923 1.811
H 2.236 1.773 0.732
H -2.808 2.046 -0.021
H 1.782 -6.076 -1.507
H -2.284 3.485 2.222
H -0.149 1.329 -4.574
H 4.878 -3.982 -3.719
H -1.200 -2.520 -1.394
H 2.119 0.193 -4.370
H 5.391 -0.662 2.256
H -4.539 0.642 1.199
H 2.859 -1.363 -4.773
H 5.036 0.203 -3.817
H 4.162 1.530 2.266
H -3.287 -2.179 -2.093
H -0.556 2.605 0.475
H 1.191 -1.030 -5.253
H 3.283 -3.375 -4.154
H 6.890 -2.161 -2.515
H -0.444 4.946 -0.324
H -1.691 1.187 0.874
H 6.405 -1.486 -0.963
H -2.943 -1.113 -4.917
H -1.548 -2.059 -4.399
H 4.126 -5.879 -0.085
H 0.789 6.639 0.981
H 2.486 -4.309 1.737
H 4.742 -2.364 0.587
H -4.265 -0.720 -2.105
H 1.168 3.386 -5.049
H 2.311 -5.129 -2.892
H -3.062 3.639 3.650
H 5.075 0.492 -2.081
H -2.062 2.360 -2.595
H 2.458 4.444 -3.186
H 0.926 -4.416 0.930
H 3.531 0.457 -2.923
H -1.659 2.154 3.620
H 1.679 3.681 3.958
H 5.035 -4.421 0.276
H -2.750 1.856 -4.133
H -2.309 -5.044 1.868
H 1.657 -2.839 1.244
H 1.859 6.018 3.127
H -3.202 0.293 2.296
H -3.686 1.674 -2.656
H 4.735 -2.654 -4.858
H 2.277 3.449 -0.921
H 0.781 -4.749 -2.098
H 6.206 -3.214 -1.284
H -2.169 -4.648 -0.591
H -1.875 -4.251 4.150
H -1.314 -0.532 -5.250
H -4.640 2.049 3.193
H -3.150 -1.008 -0.766
H 4.932 -5.015 -1.388
H -0.952 -2.498 5.639
H -4.505 2.984 1.700
H -0.100 -0.433 4.741
```

---

Record 5
DFT (the ωB97M-V functional and the def2-TZVPD basis) results for 2 unconnected molecules or ions with the total composition C14H30BFN2O5P in a non-equilibrium geometry.

The total energy comes out at -40898.73839 eV. The charge is +1. For the maximum force, the calculation gives 0.047 hartree/bohr. The spin multiplicity is 1.

The geometry in XYZ format:
```
54
C14H30BFN2O5P the ωB97M-V functional and the def2-TZVPD basis
P 3.213 0.783 -0.145
F 1.789 3.089 3.568
O 3.934 2.249 -0.042
O 2.688 0.754 -1.703
O -2.296 -3.396 -1.734
O 1.097 0.499 3.382
O -0.864 2.592 -1.204
N 0.791 3.164 0.459
N -0.724 1.077 1.350
C -3.248 -3.481 -2.787
C 1.686 1.107 0.992
C 2.941 -0.980 2.460
C 0.272 2.196 -0.514
C -0.989 -3.842 -2.044
C 2.344 3.364 2.339
C 0.247 0.915 0.334
C -2.165 -0.900 1.262
C -3.484 -4.892 -3.292
C 1.597 2.575 1.275
C -1.906 0.587 1.300
C -0.318 -3.060 -3.162
C -3.104 1.485 1.329
C 2.322 4.864 2.122
B 1.904 0.187 2.325
H -4.172 -3.085 -2.366
H -0.811 -3.212 -4.122
H 0.720 -3.377 -3.271
H 3.071 5.355 2.733
H -2.260 -1.276 0.237
H 2.063 0.032 -1.858
H -2.603 -5.303 -3.787
H -2.967 -2.818 -3.613
H -2.816 2.446 1.753
H -0.775 2.283 -2.114
H 2.553 -1.677 3.206
H 0.156 -0.004 -0.262
H -3.740 -5.555 -2.465
H -3.130 -1.090 1.731
H 3.137 -1.545 1.551
H 2.492 5.093 1.069
H 3.886 -0.600 2.866
H 1.082 2.132 -1.241
H 3.375 3.002 2.327
H 0.528 4.140 0.446
H -3.358 1.655 0.279
H -1.415 -1.439 1.834
H -0.419 -3.722 -1.121
H 1.589 0.630 4.203
H -0.991 -4.912 -2.275
H -3.947 1.060 1.867
H -4.300 -4.898 -4.013
H 1.324 5.232 2.368
H 4.341 2.502 -0.885
H -0.341 -1.989 -2.944
```

---

Record 6
DFT (the ωB97M-V functional and the def2-TZVPD basis) results for a single C22H22FNO5S molecule in a non-equilibrium geometry.

The total energy comes out at -48450.93055 eV. For the maximum force, the calculation gives 0.026 hartree/bohr. As for the SMILES: COc1ccc(CN(C(=O)c2oc3ccc(F)cc3c2C)[C@H]2CCS(=O)(=O)C2)cc1. The spin multiplicity is 1.

The geometry in XYZ format:
```
52
C22H22FNO5S the ωB97M-V functional and the def2-TZVPD basis
S 4.213 -0.703 0.854
F -5.589 0.752 1.427
O 5.308 -1.573 1.188
O -0.778 1.996 -0.700
O 2.185 2.156 0.930
O 2.980 -0.910 1.562
O -2.926 -2.999 0.483
N 2.017 0.819 -0.913
C -4.404 1.727 -0.355
C 0.309 -1.526 -0.178
C 3.437 0.663 -1.228
C -2.045 1.788 -0.279
C -2.234 -1.473 -1.289
C -1.992 -2.253 -0.165
C -0.702 -2.286 0.368
C -2.042 1.172 0.990
C 0.036 1.497 0.278
C -3.216 2.085 -0.957
C -1.212 -0.715 -1.832
C 0.060 -0.709 -1.277
C -4.395 1.103 0.893
C 4.424 1.578 -0.476
C -0.663 1.015 1.345
C 1.123 0.181 -1.878
C -4.263 -2.930 0.047
C 4.722 1.040 0.914
C -0.123 0.402 2.584
C -3.247 0.819 1.594
C 1.518 1.533 0.127
C 3.889 -0.762 -0.943
H 4.029 2.591 -0.420
H -3.213 -1.428 -1.739
H 4.829 -1.002 -1.430
H -0.171 1.116 3.406
H 1.277 -1.530 0.297
H 3.143 -1.521 -1.149
H 0.912 0.103 2.443
H -3.196 2.564 -1.923
H -0.518 -2.905 1.232
H -0.715 -0.470 2.853
H -1.421 -0.103 -2.698
H 5.776 1.063 1.169
H 5.341 1.597 -1.070
H -4.828 -3.560 0.732
H -4.648 -1.906 0.097
H 1.739 -0.414 -2.558
H -3.285 0.336 2.556
H 4.119 1.526 1.674
H 3.536 0.892 -2.300
H 0.633 0.959 -2.478
H -4.375 -3.313 -0.972
H -5.351 1.918 -0.834
```

---

Record 7
DFT (the ωB97M-V functional and the def2-TZVPD basis) results for a single C6H10 molecule in a non-equilibrium geometry.

For the maximum force, the calculation gives 0.035 hartree/bohr. As for the SMILES: C[C@@]12CC[C@@H]1C2. The spin multiplicity is 1. Its energy above the lowest of the compared OMol25 structures with the same formula, charge and spin is 1.681 eV.

The geometry in XYZ format:
```
16
C6H10 the ωB97M-V functional and the def2-TZVPD basis
C -0.185 0.007 -1.275
C -0.144 -1.022 1.012
C -0.307 0.260 0.224
C -1.059 1.448 0.774
C 1.125 -0.767 -1.053
C 1.075 -0.371 0.422
H -0.717 2.381 0.313
H 0.023 0.958 -1.778
H 2.090 -0.164 0.702
H 1.984 -0.360 -1.603
H -0.431 -0.936 2.064
H -0.964 1.548 1.861
H -0.420 -1.987 0.584
H 1.118 -1.852 -1.185
H -0.993 -0.520 -1.782
H -2.132 1.349 0.548
```

---

Record 8
DFT (the ωB97M-V functional and the def2-TZVPD basis) results for a molecular structure, C4H8N2O.

For the maximum force, the calculation gives 0.009 hartree/bohr. The spin multiplicity is 1. Its energy above the lowest of the compared OMol25 structures with the same formula, charge and spin is 1.715 eV.

The geometry in XYZ format:
```
15
C4H8N2O the ωB97M-V functional and the def2-TZVPD basis
O -1.040 1.003 0.731
N 1.157 1.870 1.112
N 1.400 -0.457 -1.061
C 0.301 0.435 -0.812
C -1.046 -0.095 -0.241
C -1.003 -1.417 0.484
C 0.275 1.272 0.449
H -1.915 -0.010 -0.901
H -0.943 -2.248 -0.223
H 0.773 2.224 1.990
H -1.902 -1.529 1.100
H 2.006 -0.505 -0.250
H -0.131 -1.463 1.146
H 1.967 -0.140 -1.836
H 0.100 1.060 -1.689
```

---

Record 9
DFT (the ωB97M-V functional and the def2-TZVPD basis) results for 2 unconnected molecules or ions with the total composition H5NOSi in a non-equilibrium geometry.

For the maximum force, the calculation gives 0.108 hartree/bohr. As for the SMILES: N=[SiH2].O. The spin multiplicity is 1. Its energy above the lowest of the compared OMol25 structures with the same formula, charge and spin is 4.182 eV.

The geometry in XYZ format:
```
8
H5NOSi the ωB97M-V functional and the def2-TZVPD basis
Si 0.584 1.007 -0.232
O -1.529 -1.234 0.212
N 1.003 -0.439 0.145
H -0.679 -1.031 0.768
H -0.157 2.107 0.251
H -1.137 -0.809 -0.461
H 1.288 -0.765 0.984
H 0.626 1.164 -1.667
```

---

Question: Look up the spin multiplicity of the second one.
Answer: 4

---

Question: What is the maximum force in the ninth record?
Answer: 0.108 hartree/bohr

---

Question: Which value of spin multiplicity does entry 7 give?
Answer: 1

---

Question: The highest spin multiplicity belongs to which entry?
Answer: C47H121CrF6N9O15